Record 1
Molecular formula: C2H4N2OS
Method: DFT, ωB97M-V/def2-TZVPD

Geometry as XYZ:
```
10
Properties=species:S:1:pos:R:3:forces:R:3
C 0.209 -0.329 -0.248 1.7 -1.7 -1.8
C -1.468 1.428 -0.323 1.9 2.0 -2.5
H 2.863 -2.232 1.211 -1.8 0.2 -3.5
H 0.376 -0.227 -1.347 -0.2 0.2 0.8
H -0.781 0.383 1.227 -0.7 -0.3 4.7
H -2.077 1.923 0.422 -0.9 0.3 -0.1
N 0.843 -1.191 0.458 -1.7 1.9 0.4
N -0.744 0.457 0.301 -0.2 0.3 -3.9
O -1.249 1.870 -1.473 -1.0 -1.7 2.8
S 2.029 -2.081 -0.228 3.0 -1.2 3.0
```
Forces are in eV/Å.

Results
HOMO energy, eV: -8.58
Relative energy (zero: lowest compared OMol25 entry of this formula, charge and spin), kJ/mol: 271.99
Structure (SMILES): O=CN/C=N/S
2S+1: 1

Results of the Löwdin charge analysis, in e, for atoms 1 through 2: number 1, C, carries -0.316; number 2, C, carries -0.275

---

Record 2
Molecular formula: C2H4N2OS
Method: DFT, ωB97M-V/def2-TZVPD

Geometry as XYZ:
```
10
Properties=species:S:1:pos:R:3:forces:R:3
C -0.269 -0.733 0.496 -1.1 0.0 3.6
C 0.897 -0.530 -0.365 -1.9 0.1 -4.1
N -1.153 0.397 0.400 -2.5 -2.6 1.9
N -0.749 1.386 -0.123 1.6 2.5 -2.2
O -1.350 2.422 -0.394 0.4 -0.2 0.4
S 1.024 1.211 -0.653 -0.4 1.2 -0.1
H -0.959 -1.597 0.383 1.1 0.2 -0.5
H 0.112 -0.805 1.564 -0.7 0.2 -0.8
H 1.814 -0.722 0.032 2.4 -1.6 1.1
H 0.633 -1.027 -1.339 1.1 0.3 0.7
```
Forces are in eV/Å.

Results
HOMO energy, eV: -9.58
Relative energy (zero: lowest compared OMol25 entry of this formula, charge and spin), kJ/mol: 428.89
Structure (SMILES): [O-][N+]1=NCCS1
2S+1: 1

Results of the Löwdin charge analysis, in e, for atoms 1 through 2: number 1, C, carries -0.269; number 2, C, carries -0.506

---

Record 3
Molecular formula: C2H4N2OS
Method: DFT, ωB97M-V/def2-TZVPD

Geometry as XYZ:
```
10
Properties=species:S:1:pos:R:3:forces:R:3
C 1.078 0.545 -0.302 -1.2 0.7 -1.5
C -0.218 -0.070 0.263 4.2 -1.5 2.7
N 1.309 1.790 -0.323 1.2 -0.7 -0.3
N -1.168 0.599 0.907 -0.8 2.4 2.0
O 1.236 3.830 1.206 -0.2 -0.2 -0.3
S 0.461 3.162 0.148 0.1 -1.0 0.3
H 1.695 -0.294 -0.827 -0.5 1.9 1.1
H -0.615 -0.744 -0.440 0.1 -1.5 -1.0
H 0.469 -0.522 1.176 -1.5 -0.4 -1.9
H -1.922 0.852 0.322 -1.2 0.3 -1.0
```
Forces are in eV/Å.

Results
HOMO energy (alpha / beta), eV: -8.31 / -9.35
Relative energy (zero: lowest compared OMol25 entry of this formula, charge and spin), kJ/mol: 547.92
2S+1: 1

Results of the Löwdin charge analysis, in e, for atoms 1 through 2: number 1, C, carries -0.205; number 2, C, carries -0.388

---

Record 4
Molecular formula: C2H4N2OS2
Method: DFT, ωB97M-V/def2-TZVPD

Geometry as XYZ:
```
11
Properties=species:S:1:pos:R:3:forces:R:3
C 0.782 -0.465 -0.020 -3.2 -0.3 1.5
C -1.293 0.860 -0.126 1.0 3.2 1.6
H 0.483 -2.483 -0.148 0.2 1.3 0.7
H -1.060 -1.849 -0.056 2.7 2.3 0.7
H 1.827 1.483 0.310 -2.2 1.0 -1.1
H -1.596 1.963 -0.112 0.6 -1.4 -0.5
N 0.008 -1.609 0.175 -0.1 -2.1 -1.9
N 0.056 0.781 0.199 0.2 -1.7 -1.8
O 0.884 1.911 -0.019 0.5 -1.4 1.3
S 2.394 -0.368 -0.125 1.1 -0.7 -0.2
S -2.485 -0.224 -0.079 -0.9 -0.3 -0.4
```
Forces are in eV/Å.

Results
HOMO energy, eV: -9.18
Relative energy (zero: lowest compared OMol25 entry of this formula, charge and spin), kJ/mol: 277.82
Structure (SMILES): NC(=S)N(O)C=S
2S+1: 1

Results of the Löwdin charge analysis, in e, for atoms 1 through 2: number 1, C, carries -0.831; number 2, C, carries -0.626

---

Record 5
Molecular formula: C2H4N2OS2
Method: DFT, ωB97M-V/def2-TZVPD

Geometry as XYZ:
```
11
Properties=species:S:1:pos:R:3:forces:R:3
C -0.657 0.865 1.587 0.1 1.2 2.4
C -0.166 -0.561 -1.787 2.7 -3.3 -2.6
H 0.841 1.255 3.156 -5.4 -1.4 -0.9
H -1.221 1.207 3.481 2.7 -0.2 -1.4
H -1.503 0.239 -0.544 4.7 0.6 0.2
H -1.099 -0.666 -2.317 -0.3 0.4 -0.3
N -0.363 0.957 2.857 4.9 1.5 6.2
N -0.273 0.174 -0.713 -6.4 0.6 -0.1
O -1.725 1.253 1.309 -5.0 0.6 -3.5
S 0.548 0.187 0.716 3.7 -2.0 -1.8
S 1.088 -1.549 -2.470 -1.6 2.0 1.6
```
Forces are in eV/Å.

Results
HOMO energy, eV: -8.37
Relative energy (zero: lowest compared OMol25 entry of this formula, charge and spin), kJ/mol: 331.93
2S+1: 1

Results of the Löwdin charge analysis, in e, for atoms 1 through 2: number 1, C, carries -1.089; number 2, C, carries -0.792

---

Record 6
Molecular formula: C2H4N2OS2
Method: DFT, ωB97M-V/def2-TZVPD

Geometry as XYZ:
```
11
Properties=species:S:1:pos:R:3:forces:R:3
C 0.676 0.086 0.138 -1.3 -1.1 1.0
C -1.668 -0.765 -0.875 -0.7 1.3 -0.3
H 1.831 -0.015 2.352 2.8 4.0 -3.2
H 2.211 -1.213 0.399 0.3 3.6 0.2
H -2.237 -0.414 -1.736 0.2 0.3 -0.2
H -2.282 -1.638 -0.588 1.4 -0.2 0.5
N 2.111 -0.073 0.312 -2.0 -1.2 0.5
N -0.236 0.495 1.001 3.1 -0.1 -2.0
O 2.488 0.742 1.462 -3.1 -5.8 2.8
S -1.756 0.654 0.325 -0.5 -0.9 -0.1
S 0.093 -0.750 -1.381 -0.3 0.1 0.8
```
Forces are in eV/Å.

Results
HOMO energy, eV: -8.54
Relative energy (zero: lowest compared OMol25 entry of this formula, charge and spin), kJ/mol: 486.25
2S+1: 1

Results of the Löwdin charge analysis, in e, for atoms 1 through 2: number 1, C, carries -0.728; number 2, C, carries -0.737

---

Record 7
Molecular formula: C2H4N2S
Method: DFT, ωB97M-V/def2-TZVPD

Geometry as XYZ:
```
9
Properties=species:S:1:pos:R:3:forces:R:3
C 3.660 -0.261 0.075 -2.0 2.1 -1.5
C 2.705 0.540 -0.515 -2.7 2.4 1.3
N 4.240 -1.154 0.395 3.4 -4.2 2.0
N -1.024 -0.230 0.451 0.5 3.1 -0.8
S 1.334 0.926 0.343 1.9 0.0 -1.1
H 2.958 0.988 -1.455 -0.2 0.0 -0.6
H -1.368 0.380 -0.258 -1.0 0.4 0.4
H -1.448 -0.488 1.266 -1.9 -0.1 2.1
H -0.620 -0.955 0.028 1.9 -3.6 -1.9
```
Forces are in eV/Å.

Results
HOMO energy, eV: -9.44
Relative energy (zero: lowest compared OMol25 entry of this formula, charge and spin), kJ/mol: 183.93
Structure (SMILES): N#CC=S.N
2S+1: 1

Results of the Löwdin charge analysis, in e, for atoms 1 through 2: number 1, C, carries -0.381; number 2, C, carries -0.598

---

Record 8
Molecular formula: C2H4N2S
Method: DFT, ωB97M-V/def2-TZVPD

Geometry as XYZ:
```
9
Properties=species:S:1:pos:R:3:forces:R:3
C -0.924 -1.453 0.071 0.6 -0.2 -0.7
C 0.520 0.283 0.007 1.5 -0.2 -0.3
N -0.819 -0.212 0.256 0.5 0.1 -0.8
N 0.431 1.604 0.118 0.2 0.8 0.2
S 1.965 -0.522 -0.508 -2.1 0.9 1.1
H -1.887 -1.900 -0.076 -0.5 -0.3 0.6
H 0.004 -1.994 -0.116 -0.2 -0.6 -0.1
H -0.518 1.954 0.042 0.4 0.2 0.5
H 1.227 2.239 0.208 -0.5 -0.7 -0.5
```
Forces are in eV/Å.

Results
HOMO energy, eV: -8.59
Relative energy (zero: lowest compared OMol25 entry of this formula, charge and spin), kJ/mol: 56.23
Structure (SMILES): C=NC(N)=S
2S+1: 1

Results of the Löwdin charge analysis, in e, for atoms 1 through 2: number 1, C, carries -0.039; number 2, C, carries -0.870

---

Record 9
Molecular formula: C2H4N2S2
Method: DFT, ωB97M-V/def2-TZVPD

Geometry as XYZ:
```
10
Properties=species:S:1:pos:R:3:forces:R:3
C 0.385 0.134 -0.290 0.1 0.6 2.4
C -0.896 -0.700 -0.105 2.7 2.6 1.1
H 2.943 -0.040 -2.453 -1.7 3.3 1.6
H 0.934 0.501 0.772 -1.2 -0.9 -2.9
H -1.080 -1.409 -0.793 -0.7 -2.2 -2.9
H -2.375 0.005 2.949 2.5 1.0 -1.1
N 0.754 0.433 -1.465 -1.0 -1.2 0.7
N -1.678 -0.685 0.863 0.3 1.4 2.7
S 2.151 1.322 -1.709 2.7 -2.7 -1.6
S -1.138 0.439 2.232 -3.6 -2.0 0.1
```
Forces are in eV/Å.

Results
HOMO energy, eV: -9.05
Relative energy (zero: lowest compared OMol25 entry of this formula, charge and spin), kJ/mol: 465.18
2S+1: 1

Results of the Löwdin charge analysis, in e, for atoms 1 through 2: number 1, C, carries -0.305; number 2, C, carries -0.299

---

Record 10
Molecular formula: C2H4N2S2
Method: DFT, ωB97M-V/def2-TZVPD

Geometry as XYZ:
```
10
Properties=species:S:1:pos:R:3:forces:R:3
C -0.448 0.047 0.338 -0.9 -2.6 0.2
C -1.280 -1.239 0.386 -1.3 0.7 -1.6
H 2.294 1.323 -0.700 -4.0 0.0 1.9
H 1.310 2.355 0.312 -1.9 -3.1 -0.3
H -0.985 0.849 0.590 -2.0 3.3 1.7
H 0.586 -1.272 -0.785 -0.9 -2.4 -0.3
N 1.243 1.366 -0.169 8.8 6.0 -2.9
N 0.692 0.245 -0.196 -2.5 -3.5 1.3
S -0.431 -2.383 -0.647 0.7 1.5 0.7
S -2.981 -1.291 0.870 4.1 0.2 -0.7
```
Forces are in eV/Å.

Results
HOMO energy, eV: -8.49
Relative energy (zero: lowest compared OMol25 entry of this formula, charge and spin), kJ/mol: 464.38
Structure (SMILES): N/N=C/C(=S)S
2S+1: 1

Results of the Löwdin charge analysis, in e, for atoms 1 through 2: number 1, C, carries -0.275; number 2, C, carries -1.083